Computed, not measured: a 9-piece molecular cluster, C42H81Cl16FN3O2S overall at a distorted geometry, with ωB97M-V with the def2-TZVPD basis set.

As for the gap between HOMO and LUMO: 6.9 eV. As for the net charge: +1. Its spin multiplicity is 1. The total energy comes out at -267323.7283 eV.

Each line ends with the Löwdin charge.
Geometry (Å):
Cl (0.402075, 4.128350, -3.266621)  0.54
H (2.564638, 3.281357, 4.269788)  0.10
H (4.634296, -0.085309, 6.696459)  0.12
Cl (-2.759946, 9.337797, 4.231498)  0.56
Cl (-0.750838, 4.597072, -0.081773)  0.61
H (-3.578372, -4.023882, -6.678484)  0.06
H (-0.803100, 0.211111, -1.120347)  0.09
H (-13.293539, -4.654224, -9.549081)  0.07
C (-4.032928, 5.314120, -1.244087)  -0.68
H (-2.268020, 11.428706, 5.171245)  0.07
H (-13.489523, -5.897818, -8.302914)  0.07
Cl (-9.330749, -2.602273, -9.406029)  0.54
H (-4.847802, -5.250919, -6.822689)  0.08
H (2.425302, 1.037910, 1.289294)  0.10
C (0.332192, -0.412846, 5.621639)  -0.09
H (0.440816, 6.225054, -2.177546)  0.07
C (4.242858, 2.411165, 1.544293)  -0.17
H (5.782488, 0.981187, 3.945667)  0.12
C (4.518873, -4.403410, 4.665743)  -0.06
H (-11.088674, -5.077588, -8.572290)  0.05
F (3.320822, 1.420772, 5.875725)  -0.14
H (4.461415, 3.608375, 3.989475)  0.11
H (-8.139097, -0.974291, -11.501801)  0.07
H (3.511802, -6.497745, 3.124379)  0.11
C (-2.008333, 10.402355, 5.446464)  -0.65
H (3.227884, 5.616759, 5.132353)  0.09
Cl (-5.054039, 2.838144, -1.845452)  0.53
H (-1.380487, 0.414969, -6.519773)  0.08
C (3.565876, 1.015441, 1.001641)  -0.14
H (-0.798739, -0.634921, 5.339554)  0.09
H (5.435774, 1.546991, 6.186168)  0.14
H (2.052009, 5.504417, -2.327911)  0.08
Cl (-0.830989, 3.339941, 3.578541)  0.52
C (7.524602, -2.145610, 2.870525)  -0.08
Cl (-11.027441, -7.421532, -8.584112)  0.53
C (-13.033851, -5.680574, -9.273861)  -0.67
C (3.106994, 5.489277, 3.956116)  -0.15
H (0.301702, 0.053809, 6.708061)  0.10
H (1.606897, -3.535448, 0.531378)  0.11
H (0.263029, -0.810266, 0.052018)  0.05
H (-1.933203, 5.651233, 2.198077)  0.01
C (-11.521754, -5.836135, -9.230216)  -0.68
H (3.722474, 0.992839, -0.158255)  0.10
H (-1.761436, -0.417896, -4.138464)  0.07
H (3.443375, -5.609736, 0.844479)  0.13
C (-0.857900, -0.457476, -6.117825)  -0.64
C (4.174642, -0.348324, 1.764519)  -0.28
H (4.292574, -3.713215, 1.570639)  0.16
O (4.652190, -3.113467, 3.927066)  0.00
H (-7.167533, -3.421313, -9.885728)  0.03
C (4.627661, 0.732387, 5.858804)  -0.12
H (-1.464268, 4.963725, 5.173136)  0.07
C (-7.569793, -1.902335, -11.391347)  -0.66
H (-2.690419, -1.299418, -5.362302)  0.00
C (-1.679994, -1.084372, -5.002611)  -0.66
H (7.619595, -1.269061, 3.639543)  0.07
C (1.269500, -6.083639, 3.823593)  -0.11
H (5.095830, 2.274490, 2.332940)  0.09
H (0.472962, 1.115770, 0.079666)  0.06
C (2.364744, -5.521759, 1.343263)  -0.17
C (2.403831, -6.440519, 2.696275)  -0.39
H (7.190961, -3.171414, 3.322658)  0.07
H (-5.635485, -3.552533, -5.244772)  0.08
N (6.528470, -2.755199, 0.571150)  0.08
H (1.804254, -5.492468, 4.705526)  0.06
H (4.345370, -0.950409, -1.035628)  0.09
C (5.763700, -0.340055, 1.410748)  -0.09
C (-0.496236, 10.246794, 5.490110)  -0.65
H (3.101934, 4.461606, 1.339033)  0.11
C (2.071728, -8.002517, 2.198054)  -0.12
C (6.554663, -1.765208, 1.561987)  -0.26
Cl (-8.177837, -3.070995, -12.590876)  0.54
H (2.194383, -1.236896, 1.099387)  0.12
H (6.412540, 0.471361, 1.947767)  0.12
C (0.931264, 4.757217, -0.647603)  -0.65
C (1.410498, 0.036020, -1.745502)  -0.51
H (2.027008, -8.765067, 3.084379)  0.09
C (3.361188, 3.900806, 3.633173)  -0.26
C (3.091748, 3.509832, 2.059258)  -0.19
H (-2.834975, 4.376997, 4.216132)  0.08
H (1.615061, -5.965654, 0.560494)  0.13
C (-7.648647, -2.442127, -9.971859)  -0.69
H (1.412379, 3.778031, -0.561473)  0.05
H (-7.147826, -1.754934, -9.284282)  0.06
C (3.647267, -1.761048, -0.565589)  -0.41
Cl (0.729896, 0.112278, -5.543746)  0.55
H (2.228532, 0.872535, -1.740765)  0.08
Cl (-0.001923, 8.661397, 6.136214)  0.52
H (-0.050408, 10.362008, 4.497307)  0.07
H (2.009548, 3.061765, 1.984445)  0.09
H (0.654850, -2.518304, 4.746548)  0.12
H (-11.075925, -5.720922, -10.223019)  0.07
H (0.849540, 0.128948, -2.792156)  0.03
N (3.453222, -2.851642, 3.373982)  -0.07
C (-5.596285, -3.298404, -6.307646)  -0.64
C (-4.947312, 4.578587, -2.211266)  -0.66
S (2.076934, -1.718086, -1.656512)  0.76
O (2.607132, -1.635372, 5.250053)  -0.14
H (1.163428, -3.720811, 2.350198)  0.12
C (-1.797888, 4.719210, 4.159921)  -0.63
H (0.707429, 0.380053, 4.827418)  0.08
H (2.007882, 5.797558, 3.689881)  -0.03
H (2.781141, -8.346231, 1.309407)  0.09
C (2.029897, -3.934864, 1.573920)  -0.11
C (3.390241, -3.005831, 1.871681)  -0.16
H (1.432085, 5.444411, 0.039973)  0.06
C (2.870574, -1.489950, 3.808007)  -0.15
C (-4.602664, -4.203172, -7.019443)  -0.64
C (5.052442, 0.130494, 4.356583)  -0.11
Cl (-5.134126, -1.580493, -6.409959)  0.56
H (7.101289, -3.581872, 0.873807)  0.05
H (2.782844, -3.562454, 3.797534)  0.16
Cl (-4.643223, -3.988344, -8.787650)  0.57
C (1.010119, 5.297010, -2.067092)  -0.65
H (0.373642, -5.469776, 3.383712)  0.08
H (-5.960844, 4.991149, -2.200454)  0.07
H (0.837848, -7.063238, 4.317926)  0.10
H (5.708402, -0.819188, 4.585545)  0.10
H (4.082426, -2.861933, -0.718493)  0.10
Cl (-0.078552, 6.660186, 3.259221)  0.57
H (1.797034, -1.295703, 3.320911)  0.19
H (1.002823, -2.364724, 6.594680)  0.15
Cl (-4.718527, 5.396212, 0.398622)  0.54
H (3.066982, 0.733361, 3.433927)  0.16
Cl (-0.991694, -2.630697, -4.446306)  0.53
H (4.753355, 2.943486, 0.605402)  0.12
C (3.798348, -0.210109, 3.378976)  -0.11
H (-3.889756, 6.345260, -1.578853)  0.08
H (-2.464006, 10.185112, 6.417413)  0.07
H (-6.604356, -3.403237, -6.720559)  0.07
C (1.178428, -1.832349, 5.540792)  -0.21
H (-0.688799, -1.161482, -6.938479)  0.07
H (-2.404721, 6.693588, 3.550495)  0.03
Cl (-13.785464, -6.745133, -10.488829)  0.53
H (8.604247, -2.317220, 2.396734)  0.10
H (-4.556453, 4.664139, -3.229347)  0.07
H (-0.063157, 11.005342, 6.148037)  0.07
C (-1.699177, 5.920441, 3.232644)  -0.65
C (3.332742, -1.594725, 1.030312)  -0.21
H (-3.049891, 4.837776, -1.177527)  -0.01
H (5.844378, -0.057278, 0.251730)  0.14
H (-6.527904, -1.694928, -11.652167)  0.07
H (3.912374, 6.187701, 3.464781)  0.08
H (0.986425, -7.925453, 1.706716)  0.09
N (4.640411, -5.511201, 5.367635)  0.21
C (0.251801, 0.184777, -0.593603)  -0.18

Force components x, y, z for each atom (eV/Å):
0.0 0.0 0.0
2.0 1.3 -1.2
-0.4 1.5 -1.8
0.0 0.0 0.0
0.1 -0.1 0.0
-0.2 0.1 -0.1
2.1 0.3 1.3
0.1 -0.2 0.0
0.1 -0.1 -0.4
0.1 -0.2 0.0
0.1 -0.1 -0.2
-0.1 0.0 0.0
-0.1 0.2 0.0
2.1 0.0 -0.9
-0.7 -0.1 -0.4
0.0 -0.3 0.1
-0.4 1.1 -1.3
-1.9 -2.1 0.4
2.3 -6.0 4.4
-0.1 -0.1 -0.1
2.4 -1.5 -0.3
-2.4 0.5 -0.9
0.0 -0.3 0.1
-2.5 0.5 -0.7
0.2 0.2 0.3
-0.3 -0.2 -2.5
0.0 0.0 0.0
0.0 -0.1 0.1
0.3 0.1 1.1
2.4 0.3 0.6
-1.9 -1.7 -0.9
-0.1 -0.1 0.1
0.2 -0.1 0.0
0.5 0.6 -1.3
0.0 0.0 0.0
0.1 0.2 0.2
0.2 -0.5 1.0
0.5 -1.0 -2.4
0.9 -0.7 2.3
-0.1 2.3 -1.2
0.1 0.0 0.3
-0.1 0.3 -0.1
-0.5 -0.3 2.3
0.1 -0.1 -0.2
-2.3 0.3 0.9
-0.3 -0.1 -0.1
-0.2 0.9 -1.2
-1.6 1.9 0.7
2.0 -4.4 3.5
-0.2 0.2 -0.1
0.6 0.4 0.4
0.0 0.0 -0.3
0.1 0.2 0.2
0.2 0.1 0.0
-0.2 0.3 -0.2
-0.3 -1.9 -1.3
0.7 0.1 0.5
-1.9 0.2 -1.4
-0.8 -1.7 -1.2
0.7 0.1 0.3
-0.2 -1.9 -0.6
0.5 2.2 -0.7
0.1 0.0 -0.2
-0.2 4.2 4.2
-1.4 -1.0 -1.7
-1.0 -1.8 1.3
1.1 -0.9 -1.4
-0.1 0.2 -0.1
0.2 -2.0 1.8
-0.8 0.9 -0.9
0.9 -3.9 -1.9
0.0 0.0 0.0
2.4 -0.8 -0.1
-1.6 -1.6 -0.8
0.3 0.1 -0.2
-1.2 0.6 -0.3
0.3 1.5 -1.8
-0.7 0.4 0.2
0.6 -0.1 0.3
0.2 0.1 -0.1
1.2 0.9 1.7
0.3 0.0 -0.2
-0.2 0.1 -0.1
-0.1 0.0 -0.1
0.0 -0.7 0.0
0.1 0.0 0.0
-1.5 -1.7 0.2
0.0 0.0 0.1
-0.2 -0.1 0.2
2.1 0.8 0.0
1.2 1.1 1.2
-0.2 -0.1 0.2
1.5 -0.5 2.1
-4.6 0.5 -1.0
-0.1 -0.4 0.0
0.0 0.3 -0.1
1.0 0.5 0.2
-0.4 -0.1 -1.9
1.8 -0.5 -1.4
-0.2 0.4 0.1
-0.6 -1.6 1.8
2.5 -0.7 0.4
-1.3 0.6 2.1
-0.1 0.6 -1.6
-0.5 -1.9 -2.7
-0.1 0.0 -0.1
-1.4 2.3 1.7
0.0 -0.1 0.3
0.4 0.5 1.3
-0.1 0.1 -0.1
-0.4 1.1 -0.1
0.4 1.0 -0.8
0.1 0.0 0.0
0.1 0.2 0.2
1.7 -1.2 0.9
0.2 -0.1 0.1
0.9 2.0 -1.1
-1.3 1.9 -0.6
-0.8 2.6 0.0
-0.3 0.0 -0.2
2.6 -1.1 0.5
1.0 1.1 -2.4
0.0 0.0 0.1
1.5 -2.2 0.1
0.1 0.0 0.1
-0.9 -1.3 2.1
-0.3 0.7 -0.2
-0.1 -0.2 0.0
0.1 -0.1 -0.2
0.2 0.1 0.0
-2.3 0.5 1.0
0.0 0.1 0.3
0.2 -0.2 0.1
0.0 0.0 0.0
-2.3 0.4 1.1
0.0 0.0 0.2
-0.2 -0.1 -0.1
-0.4 -0.2 0.0
-0.6 1.1 1.1
-0.4 0.0 0.0
-0.2 -0.8 2.5
-0.1 -0.1 0.1
-1.7 -1.4 0.7
2.2 -0.4 1.1
-1.2 10.3 -6.5
0.2 -0.4 -0.1